No. 1
{
  "formula": "C33H35Cl5N4P2Zn",
  "method": "wB97M-V/def2-TZVPD",
  "lumo_ev": -0.10,
  "total_charge": 0,
  "energy_ha": -6260.3970,
  "elements": ["Zn", "C", "C", "C", "C", "C", "C", "C", "C", "C", "H", "H", "H", "H", "H", "H", "H", "H", "H", "H", "H", "H", "H", "H", "H", "P", "P", "N", "N", "N", "N", "C", "C", "C", "C", "C", "C", "C", "C", "C", "C", "C", "C", "C", "C", "C", "C", "C", "C", "H", "H", "H", "H", "H", "H", "H", "H", "H", "H", "H", "H", "H", "H", "H", "H", "H", "H", "H", "H", "Cl", "C", "C", "C", "Cl", "C", "Cl", "C", "Cl", "C", "Cl"],
  "xyz": [[4.474, 3.981, 0.752], [3.313, -0.168, 3.291], [2.919, -0.508, 2.056], [1.568, -0.387, 1.446], [1.141, 1.017, 0.962], [1.214, 2.149, 1.941], [1.217, 2.060, 3.276], [1.058, 0.811, 4.082], [2.396, 0.124, 4.436], [3.487, 5.662, 0.829], [4.358, -0.302, 3.582], [3.676, -0.877, 1.361], [0.755, -0.796, 2.068], [1.620, -0.997, 0.536], [1.773, 1.316, 0.099], [0.110, 0.885, 0.570], [1.340, 3.139, 1.477], [1.381, 2.966, 3.871], [0.403, 0.073, 3.599], [0.589, 1.093, 5.039], [2.967, 0.763, 5.137], [2.110, -0.788, 4.995], [3.853, 6.326, 1.627], [2.466, 5.340, 1.069], [3.452, 6.216, -0.123], [-3.314, 0.143, -1.880], [-1.370, -2.238, -2.291], [-4.375, 0.802, -0.635], [-4.316, 0.775, -3.237], [-1.418, -3.107, -0.742], [-0.678, -3.601, -3.178], [-4.051, -1.544, -1.886], [-3.158, -2.518, -2.696], [-3.877, 1.532, 0.448], [-4.922, 1.810, 1.329], [-6.113, 1.243, 0.767], [-5.749, 0.629, -0.433], [-3.818, 1.725, -4.127], [-4.790, 2.010, -5.081], [-5.942, 1.228, -4.768], [-5.622, 0.469, -3.639], [-0.685, -2.601, 0.332], [-0.932, -3.379, 1.463], [-1.878, -4.381, 1.083], [-2.170, -4.180, -0.263], [-0.953, -4.973, -3.103], [-0.354, -5.618, -4.184], [0.328, -4.615, -4.951], [0.116, -3.395, -4.318], [-5.067, -1.555, -2.289], [-4.130, -1.895, -0.843], [-3.444, -3.569, -2.523], [-3.256, -2.335, -3.777], [-2.822, 1.755, 0.486], [-4.839, 2.350, 2.260], [-7.111, 1.292, 1.191], [-6.356, 0.068, -1.130], [-2.810, 2.096, -3.979], [-4.681, 2.701, -5.905], [-6.891, 1.225, -5.284], [-6.226, -0.263, -3.124], [-0.077, -1.733, 0.168], [-0.482, -3.245, 2.441], [-2.286, -5.151, 1.727], [-2.859, -4.721, -0.901], [-1.532, -5.387, -2.290], [-0.389, -6.679, -4.390], [0.898, -4.778, -5.850], [0.442, -2.395, -4.555], [6.541, 2.051, -0.751], [6.850, 2.285, 0.938], [5.862, 2.920, 1.686], [6.018, 3.017, 3.069], [4.694, 3.695, 3.988], [7.247, 2.675, 3.693], [7.455, 2.897, 5.378], [8.329, 2.207, 2.901], [9.899, 2.015, 3.573], [8.096, 1.930, 1.526], [9.326, 1.210, 0.575]],
  "atomic_forces_ev_per_a": [[0.352, 0.347, 1.042], [-0.430, -1.205, -0.320], [1.047, 0.531, 0.454], [-0.583, -0.252, -0.454], [-0.038, -0.158, -0.461], [0.186, 0.345, 0.524], [0.064, 0.394, -0.495], [-0.057, -0.257, 0.491], [-0.144, 0.766, 0.552], [-0.438, -0.050, -0.739], [-0.158, 0.049, -0.290], [0.043, 0.273, 0.182], [0.519, -0.036, -0.333], [-0.189, 0.022, 0.212], [-0.334, -0.287, 0.284], [0.407, 0.312, 0.040], [-0.097, -0.345, 0.313], [-0.109, -0.180, -0.340], [0.106, 0.514, 0.301], [-0.009, -0.192, -0.289], [-0.392, -0.217, -0.097], [0.493, 0.167, -0.247], [0.007, -0.393, -0.241], [0.020, 0.349, 0.033], [-0.022, -0.144, 0.401], [-3.285, 1.116, -0.264], [-0.068, -2.968, 0.521], [0.064, 0.229, 0.979], [0.450, -0.076, -0.626], [-0.060, 0.841, 0.907], [0.369, -0.155, -0.969], [0.437, -0.927, 0.080], [-0.118, 0.208, -0.215], [-1.180, -0.240, 0.279], [0.663, -0.384, -1.013], [0.901, -0.382, -1.000], [0.201, 0.407, 1.011], [-0.777, -0.273, -0.273], [0.606, -0.179, 0.777], [0.855, -0.594, 1.210], [0.279, 0.687, -0.871], [-0.653, -1.131, 0.452], [0.147, 0.604, -1.017], [0.092, 0.530, -0.979], [0.194, 0.097, 0.652], [0.397, 0.037, -0.961], [-0.233, 1.194, 0.782], [-0.526, 0.758, 0.886], [-0.371, -1.150, 0.139], [0.281, 0.088, 0.124], [0.220, 0.214, -0.256], [0.170, 0.487, -0.117], [-0.021, 0.028, 0.195], [-0.046, 0.093, 0.102], [0.018, -0.027, -0.137], [0.250, -0.073, -0.184], [0.140, 0.217, 0.209], [-0.241, 0.002, -0.170], [-0.004, -0.060, 0.146], [0.123, -0.062, 0.049], [0.082, 0.210, -0.154], [0.036, -0.045, 0.089], [-0.124, 0.003, -0.242], [0.032, 0.144, -0.248], [0.168, 0.136, 0.222], [0.197, 0.093, -0.228], [0.010, 0.138, 0.096], [0.041, 0.072, 0.012], [0.059, -0.047, -0.080], [0.179, -0.048, -0.072], [0.956, 0.202, 1.418], [-0.198, -0.559, -0.235], [1.049, -0.095, -0.256], [0.397, -0.188, -0.071], [-0.210, 0.087, -0.870], [0.020, 0.016, 0.118], [-1.282, 0.097, -0.680], [-0.264, -0.139, -0.015], [-0.770, 0.414, 0.283], [0.102, 0.001, -0.054]]
}

---

No. 2
{
  "formula": "C33H35CsF5N10O3S3",
  "method": "wB97M-V/def2-TZVPD",
  "lumo_ev": 1.79,
  "total_charge": -1,
  "energy_ha": -3765.8415,
  "elements": ["Cs", "C", "O", "C", "C", "O", "C", "C", "O", "C", "H", "H", "H", "H", "H", "H", "H", "H", "H", "H", "H", "H", "H", "H", "C", "C", "N", "N", "C", "N", "S", "C", "C", "C", "C", "C", "N", "H", "H", "H", "H", "H", "H", "H", "H", "H", "H", "N", "C", "S", "N", "N", "C", "C", "C", "C", "C", "C", "N", "H", "H", "H", "H", "H", "H", "H", "N", "C", "C", "C", "C", "N", "C", "C", "H", "H", "H", "H", "F", "C", "C", "F", "C", "F", "C", "S", "C", "F", "C", "F"],
  "xyz": [[-0.129, -0.221, -0.694], [-2.780, -0.829, -2.836], [-2.474, -1.436, -1.594], [-3.036, -2.710, -1.446], [-2.308, -3.446, -0.339], [-2.248, -2.757, 0.898], [-3.502, -2.296, 1.364], [-3.401, -1.987, 2.846], [-2.353, -1.119, 3.196], [-2.457, 0.172, 2.618], [-2.375, -1.434, -3.653], [-2.316, 0.156, -2.846], [-3.861, -0.695, -2.949], [-2.915, -3.300, -2.365], [-4.112, -2.627, -1.238], [-1.273, -3.603, -0.646], [-2.791, -4.426, -0.205], [-4.273, -3.071, 1.237], [-3.813, -1.416, 0.790], [-3.212, -2.914, 3.394], [-4.372, -1.587, 3.174], [-3.360, 0.691, 2.960], [-2.484, 0.148, 1.528], [-1.576, 0.725, 2.936], [4.032, 1.214, 2.902], [2.751, 0.629, 2.388], [1.995, 1.210, 1.543], [2.493, 2.401, 1.004], [3.398, 2.383, -0.017], [3.430, 3.546, -0.728], [4.404, 1.115, -0.397], [2.234, -0.688, 2.895], [2.979, -1.498, 3.745], [2.459, -2.727, 4.127], [1.216, -3.104, 3.655], [0.540, -2.230, 2.810], [1.038, -1.062, 2.438], [4.808, 1.169, 2.137], [4.393, 0.714, 3.794], [3.854, 2.264, 3.137], [1.716, 3.031, 0.846], [2.586, 4.104, -0.780], [3.935, 3.474, -1.596], [3.954, -1.202, 4.098], [3.026, -3.376, 4.782], [0.774, -4.056, 3.916], [-0.433, -2.480, 2.406], [1.832, -2.669, -5.168], [1.389, -1.863, -4.143], [0.595, -2.653, -2.846], [1.670, -0.589, -4.362], [1.220, 0.298, -3.438], [1.535, 1.508, -3.727], [1.134, 2.679, -2.943], [1.453, 3.949, -3.442], [1.035, 5.074, -2.755], [0.305, 4.915, -1.584], [0.040, 3.620, -1.155], [0.455, 2.534, -1.799], [1.924, -3.644, -4.943], [2.519, -2.253, -5.776], [2.097, 1.702, -4.643], [2.003, 4.033, -4.370], [1.258, 6.063, -3.136], [-0.084, 5.759, -1.030], [-0.566, 3.440, -0.273], [6.173, -6.441, 0.787], [5.322, -5.682, 0.649], [4.257, -4.725, 0.480], [2.942, -5.156, 0.345], [1.958, -4.192, 0.201], [2.205, -2.887, 0.199], [3.467, -2.488, 0.312], [4.533, -3.365, 0.453], [2.697, -6.208, 0.348], [0.922, -4.486, 0.080], [3.640, -1.415, 0.276], [5.546, -2.997, 0.539], [-6.687, 6.560, 0.649], [-5.855, 5.533, 0.400], [-4.493, 5.666, 0.589], [-3.998, 6.836, 1.030], [-3.648, 4.604, 0.328], [-2.336, 4.822, 0.554], [-4.086, 3.356, -0.135], [-3.026, 2.026, -0.460], [-5.475, 3.272, -0.306], [-6.029, 2.128, -0.736], [-6.340, 4.319, -0.050], [-7.663, 4.168, -0.236]],
  "atomic_forces_ev_per_a": [[0.351, 0.061, 0.755], [-0.049, -0.004, -0.040], [-0.328, -0.129, -0.097], [0.001, -0.011, -0.067], [-0.009, -0.004, 0.013], [-0.017, -0.064, 0.001], [-0.019, 0.067, -0.060], [0.017, -0.031, -0.006], [-0.041, -0.083, 0.029], [0.025, 0.021, 0.010], [-0.014, 0.014, -0.014], [-0.030, -0.015, 0.012], [0.004, -0.004, 0.003], [0.022, 0.006, 0.004], [-0.001, -0.018, -0.022], [-0.001, 0.005, 0.004], [0.005, 0.016, 0.020], [0.010, 0.004, 0.010], [-0.015, 0.005, 0.023], [0.009, 0.025, -0.005], [0.011, 0.022, -0.006], [-0.019, -0.017, 0.010], [0.015, 0.002, 0.012], [0.002, 0.027, -0.026], [0.024, -0.030, 0.074], [-0.023, -0.117, 0.190], [-0.021, -0.094, -0.036], [-0.084, 0.074, -0.035], [0.021, 0.120, -0.242], [0.011, -0.038, 0.032], [0.034, 0.056, -0.081], [0.012, -0.025, -0.084], [0.019, 0.019, -0.021], [-0.044, -0.015, -0.026], [0.046, -0.007, -0.005], [0.063, 0.016, 0.013], [-0.123, 0.103, 0.034], [-0.055, -0.017, 0.034], [-0.056, -0.022, 0.085], [0.049, 0.039, -0.040], [0.009, 0.030, -0.035], [0.038, -0.003, 0.031], [0.028, -0.001, 0.046], [0.045, 0.035, -0.007], [0.005, -0.013, -0.004], [0.002, -0.005, 0.029], [-0.017, -0.005, -0.002], [-0.012, 0.046, 0.012], [0.033, -0.114, 0.009], [-0.006, -0.042, -0.203], [-0.044, 0.086, 0.088], [0.113, -0.011, -0.234], [-0.003, -0.002, -0.031], [-0.002, -0.028, -0.065], [-0.043, 0.039, 0.010], [0.011, -0.020, -0.061], [-0.014, -0.004, 0.046], [0.000, 0.029, -0.018], [0.074, 0.008, -0.128], [-0.001, 0.004, 0.002], [0.004, -0.010, -0.007], [0.021, 0.013, 0.020], [0.004, 0.006, -0.004], [0.007, -0.001, 0.006], [0.011, 0.002, 0.009], [-0.024, -0.004, 0.019], [-0.008, -0.007, 0.013], [0.006, 0.019, -0.029], [0.012, -0.030, 0.016], [0.000, 0.005, 0.001], [0.036, -0.015, -0.005], [-0.034, 0.052, 0.004], [-0.007, 0.055, -0.015], [-0.012, -0.002, -0.009], [0.004, -0.003, -0.003], [-0.019, 0.005, 0.002], [-0.019, -0.058, 0.022], [0.005, -0.002, 0.004], [-0.002, -0.012, -0.006], [-0.005, 0.030, 0.013], [0.002, 0.002, 0.002], [-0.002, -0.012, -0.004], [-0.001, 0.004, 0.009], [0.014, -0.028, -0.025], [0.048, -0.044, 0.037], [-0.036, 0.055, 0.011], [-0.035, 0.001, -0.013], [0.012, 0.016, 0.004], [-0.004, -0.036, -0.013], [0.002, 0.009, 0.000]]
}

---

No. 3
{
  "formula": "C33H35EuN9O3S3",
  "method": "wB97M-V/def2-TZVPD",
  "lumo_ev": [0.10, 0.10],
  "spin_multiplicity": 8,
  "total_charge": 0,
  "energy_ha": -3902.0263,
  "elements": ["Eu", "N", "C", "S", "N", "N", "C", "C", "C", "C", "C", "C", "C", "C", "C", "C", "C", "C", "N", "H", "H", "H", "H", "H", "H", "H", "H", "H", "H", "H", "O", "S", "C", "C", "C", "C", "S", "O", "C", "C", "C", "C", "C", "C", "C", "C", "C", "C", "C", "C", "H", "H", "H", "H", "H", "H", "H", "H", "H", "H", "H", "H", "H", "H", "H", "H", "H", "H", "N", "C", "N", "C", "N", "C", "N", "C", "N", "O", "H", "H", "H", "H", "H", "H"],
  "xyz": [[-0.137, 0.379, 0.381], [-2.768, 3.380, -1.540], [-2.103, 2.209, -1.458], [-0.439, 2.233, -1.883], [-2.883, 1.184, -1.071], [-2.220, -0.002, -0.969], [-2.889, -1.090, -0.825], [-4.372, -1.216, -0.822], [-4.978, -2.096, 0.076], [-6.358, -2.218, 0.139], [-7.157, -1.466, -0.711], [-6.564, -0.601, -1.620], [-5.185, -0.469, -1.674], [-2.070, -2.332, -0.629], [-2.520, -3.557, -1.123], [-1.775, -4.698, -0.897], [-0.605, -4.602, -0.158], [-0.219, -3.346, 0.277], [-0.907, -2.234, 0.030], [-2.263, 4.206, -1.798], [-3.752, 3.412, -1.337], [-4.361, -2.682, 0.747], [-6.805, -2.899, 0.852], [-8.235, -1.562, -0.672], [-7.180, -0.018, -2.293], [-4.730, 0.217, -2.372], [-3.447, -3.600, -1.679], [-2.108, -5.653, -1.283], [-0.007, -5.471, 0.080], [0.676, -3.216, 0.874], [1.555, -0.586, 1.856], [2.955, -0.751, 2.371], [3.920, -1.078, 0.872], [3.345, -2.281, 0.137], [3.898, -2.489, -1.276], [3.812, -1.298, -2.226], [2.141, -0.679, -2.545], [1.654, -0.187, -1.217], [2.670, 0.770, -3.437], [2.926, 0.669, -4.796], [3.377, 1.786, -5.481], [3.549, 2.988, -4.806], [3.265, 3.079, -3.451], [2.823, 1.965, -2.752], [3.616, 0.853, 2.733], [3.083, 1.997, 2.159], [3.627, 3.227, 2.496], [4.697, 3.301, 3.379], [5.221, 2.147, 3.946], [4.669, 0.912, 3.636], [4.956, -1.219, 1.189], [3.838, -0.163, 0.284], [2.269, -2.137, 0.077], [3.523, -3.192, 0.715], [3.380, -3.343, -1.720], [4.955, -2.764, -1.223], [4.200, -1.567, -3.211], [4.381, -0.436, -1.871], [2.760, -0.266, -5.320], [3.577, 1.724, -6.542], [3.890, 3.862, -5.344], [3.370, 4.023, -2.933], [2.561, 2.024, -1.705], [2.222, 1.949, 1.504], [3.194, 4.129, 2.084], [5.109, 4.265, 3.641], [6.042, 2.209, 4.647], [5.046, 0.007, 4.099], [0.148, 6.420, 3.289], [-0.424, 5.548, 2.782], [-1.153, 4.607, 2.210], [-0.607, 3.496, 1.867], [-0.177, 2.456, 1.549], [-2.642, -1.929, 3.909], [-3.526, -1.000, 3.243], [-3.077, -0.124, 2.304], [-3.996, 0.697, 1.740], [-1.887, -0.080, 1.983], [-2.862, -1.954, 4.976], [-1.618, -1.592, 3.771], [-2.730, -2.940, 3.505], [-4.493, -0.956, 3.511], [-4.979, 0.524, 1.854], [-3.697, 1.181, 0.896]],
  "atomic_forces_ev_per_a": [[0.251, -0.289, -0.237], [-0.070, -0.060, -0.018], [-0.027, 0.048, -0.029], [-0.230, -0.098, -0.251], [0.166, -0.132, 0.014], [-0.308, 0.151, -0.353], [0.034, -0.205, -0.153], [0.107, -0.062, 0.025], [-0.046, 0.001, 0.072], [0.033, 0.034, -0.009], [0.006, -0.021, -0.003], [-0.011, 0.018, -0.018], [0.003, -0.031, -0.043], [-0.140, 0.114, -0.059], [-0.020, -0.008, -0.003], [0.011, -0.038, -0.005], [-0.018, 0.062, 0.004], [0.023, 0.002, -0.001], [-0.258, 0.075, -0.018], [-0.010, 0.013, 0.053], [0.014, 0.022, 0.061], [0.001, 0.009, 0.005], [-0.014, -0.008, -0.008], [-0.005, 0.012, 0.005], [-0.009, -0.003, 0.001], [-0.001, 0.003, 0.004], [-0.004, -0.006, 0.006], [-0.004, 0.001, 0.004], [-0.002, -0.009, -0.007], [0.018, -0.013, -0.020], [0.225, -0.097, 0.338], [-0.078, -0.314, -0.110], [0.109, 0.056, -0.052], [-0.029, 0.062, 0.030], [-0.020, -0.029, -0.028], [0.159, 0.095, -0.043], [-0.092, 0.014, 0.077], [0.339, -0.228, 0.016], [0.028, 0.039, -0.101], [-0.005, 0.018, -0.020], [-0.018, -0.008, 0.019], [0.009, 0.014, -0.018], [-0.014, 0.000, 0.050], [-0.032, -0.025, -0.084], [0.085, 0.105, 0.062], [0.002, -0.018, 0.050], [-0.036, 0.019, -0.028], [-0.006, -0.013, -0.003], [0.000, -0.016, -0.001], [0.009, 0.065, -0.031], [0.010, 0.031, -0.031], [0.011, -0.037, -0.035], [-0.005, -0.011, -0.021], [0.017, 0.007, 0.010], [0.009, 0.000, -0.002], [-0.003, -0.016, 0.005], [0.040, 0.003, 0.024], [0.009, -0.034, 0.028], [0.001, -0.016, 0.013], [0.008, -0.001, -0.003], [-0.008, 0.004, -0.003], [0.004, 0.009, -0.011], [0.013, 0.000, 0.020], [0.000, -0.011, 0.025], [0.003, 0.011, 0.013], [-0.001, 0.005, 0.003], [0.000, 0.005, 0.002], [-0.005, -0.008, 0.006], [0.051, 0.035, 0.013], [0.013, -0.021, -0.012], [-0.054, -0.085, -0.114], [0.055, 0.220, 0.240], [0.031, 0.665, 0.373], [0.034, -0.019, 0.085], [-0.034, 0.113, -0.074], [-0.097, 0.036, -0.082], [0.149, 0.115, 0.111], [-0.287, -0.189, 0.359], [0.010, -0.017, -0.005], [-0.016, 0.024, -0.012], [-0.018, 0.001, -0.008], [0.010, -0.046, 0.023], [0.002, -0.051, -0.057], [-0.078, -0.042, -0.024]]
}